The following is a DFT calculation (ωB97M-V with the def2-TZVPD basis set) of a cluster of 2 separate species, C5H10N2O9 in total.

Results
calculated total energy: -982.7231 Ha
energy relative to the best compared isomer or geometry (same formula, charge and spin): 16.2 kcal/mol
E_HOMO (alpha / beta): -10.3 / -10.2 eV

Each line ends with the natural charge from an NBO analysis.
Positions of all 26 atoms, in Å:
H (-1.972, 1.977, -0.651)  0.447
O (-2.394, 1.120, -1.284)  -0.301
O (-1.231, 0.355, -1.459)  -0.160
C (-0.513, 0.392, -0.228)  0.054
C (-0.009, 1.856, -0.064)  -0.088
O (-1.051, 2.700, -0.060)  -0.564
O (0.298, 4.848, 0.685)  -0.243
N (0.075, 4.562, 1.851)  0.511
O (0.356, 5.092, 2.906)  -0.262
C (0.476, -0.737, -0.408)  0.205
C (1.273, -0.988, 0.875)  -0.646
C (-0.368, -1.961, -0.850)  -0.136
O (0.455, -3.027, -1.234)  -0.385
N (0.244, -4.226, -0.311)  0.710
O (-0.715, -4.152, 0.433)  -0.335
O (1.042, -5.111, -0.512)  -0.293
O (1.262, -0.366, -1.535)  -0.719
H (-1.203, 0.163, 0.606)  0.208
H (0.497, 1.858, 0.927)  0.191
H (0.842, 1.969, -0.785)  0.189
H (0.577, -1.148, 1.712)  0.224
H (1.925, -1.868, 0.808)  0.227
H (1.886, -0.105, 1.093)  0.228
H (-1.051, -2.224, -0.041)  0.225
H (-0.932, -1.679, -1.745)  0.230
H (1.980, -1.019, -1.657)  0.484